The following is a DFT calculation (ωB97M-V/def2-TZVPD) of a molecular structure, C4H5InO5.

The calculation puts the energy above the lowest of the compared OMol25 structures with the same formula, charge and spin at 1.568 eV. For the total energy, the calculation gives -19597.566 eV. As for the total charge: +3. The calculation puts the max |F| at 5.5 eV/Å. The multiplicity is 2. The HOMO energy (alpha / beta) comes out at -0.9095 / -0.9216 Eh.

Geometry as XYZ:
```
15
C4H5InO5, DFT ωB97M-V/def2-TZVPD
O -0.84738 -0.14775 0.95522
C -0.63198 1.16238 1.02429
O -0.77901 1.65768 2.14509
O -0.09427 1.76989 0.03214
In -1.29388 -0.01041 3.03218
C 0.24696 1.00411 -1.15499
C 0.99440 -0.25803 -0.79414
H -0.68629 0.80936 -1.69644
H 0.88746 1.66659 -1.74226
H 1.95270 -0.02685 -0.31456
H 1.17273 -0.88786 -1.67287
O 0.89904 -1.64554 1.17693
C 0.11701 -1.19395 0.24593
O -0.70276 -2.10915 -0.24696
H -1.23472 -1.79046 -0.98955
```


The following is a DFT calculation (ωB97M-V/def2-TZVPD) of a molecular structure, C4H5KO2.

The calculation puts the energy above the lowest of the compared OMol25 structures with the same formula, charge and spin at 0.000 eV. For the total energy, the calculation gives -24640.230 eV. As for the total charge: +1. The calculation puts the max |F| at 1.2 eV/Å. The multiplicity is 2. The HOMO energy (alpha / beta) comes out at -0.4237 / -0.5286 Eh.

Geometry as XYZ:
```
12
C4H5KO2, DFT ωB97M-V/def2-TZVPD
O -0.71473 1.79707 0.08536
C 0.06767 1.84322 -1.02639
C 0.13272 0.69885 -1.79494
C 0.36961 -0.35932 -2.37697
H -0.68467 2.62505 0.57752
H 0.63947 2.74793 -1.22743
H 0.43728 -1.25821 -2.96657
C 1.99647 -1.47127 0.67482
O 0.86586 -1.57670 1.10990
H 2.30258 -0.57958 0.09237
H 2.78549 -2.19470 0.95298
K -1.41938 -0.58081 0.57905
```


The following is a DFT calculation (ωB97M-V/def2-TZVPD) of a molecular structure, C4H5LiLuO.

The calculation puts the energy above the lowest of the compared OMol25 structures with the same formula, charge and spin at 5.102 eV. For the total energy, the calculation gives -40076.303 eV. As for the total charge: +2. The calculation puts the max |F| at 5.3 eV/Å. The multiplicity is 2. The HOMO energy (alpha / beta) comes out at -0.5535 / -0.5535 Eh.

Geometry as XYZ:
```
12
C4H5LiLuO, DFT ωB97M-V/def2-TZVPD
C 0.50144 -0.19288 1.92525
C 1.37744 0.01093 2.76289
H 2.25901 0.14774 3.36842
C 0.23038 0.95882 -0.40823
C -0.43068 0.06371 -1.38739
O -1.10494 -0.94995 -1.01258
Li -0.67253 -1.65982 0.82033
H -0.54171 1.67799 -0.08332
H 0.93732 -0.04642 -0.34910
H 0.94786 1.60212 -0.93905
H -0.71258 0.53176 -2.34657
Lu -2.79100 -2.14400 -2.35064
```


The following is a DFT calculation (ωB97M-V/def2-TZVPD) of a molecular structure, C4H5LiMgO2Rb.

The calculation puts the energy above the lowest of the compared OMol25 structures with the same formula, charge and spin at 0.674 eV. For the total energy, the calculation gives -14624.432 eV. As for the total charge: 0. The calculation puts the max |F| at 2.0 eV/Å. The multiplicity is 2. The HOMO energy (alpha / beta) comes out at -0.1992 / -0.2013 Eh.

Geometry as XYZ:
```
14
C4H5LiMgO2Rb, DFT ωB97M-V/def2-TZVPD
O 1.40248 2.01232 -0.74748
C 1.62641 3.13468 -1.56458
C 2.59655 2.85742 -2.65912
Mg 1.91908 0.17088 -1.16852
Rb -1.02203 3.87133 1.88999
H 1.99881 4.00832 -0.98418
H 0.68433 3.50785 -2.00635
H 2.21000 2.51338 -3.62484
H 3.66650 2.78032 -2.45461
C 3.50076 -5.09231 -5.32732
C 2.96867 -4.52327 -4.37349
O 2.55059 -3.82960 -3.42742
Li 2.06123 -2.49755 -2.35791
H 4.01526 -5.68781 -6.05584
```


The following is a DFT calculation (ωB97M-V/def2-TZVPD) of a single C4H5N molecule.

The calculation puts the energy above the lowest of the compared OMol25 structures with the same formula, charge and spin at 4.871 eV. For the total energy, the calculation gives -5713.976 eV. As for the total charge: 0. The calculation puts the max |F| at 2.9 eV/Å. The multiplicity is 1. The HOMO energy comes out at -0.2713 Eh.

Geometry as XYZ:
```
10
C4H5N, DFT ωB97M-V/def2-TZVPD
C 0.10066 -2.33422 2.63280
C 0.43935 -1.11354 0.69743
C 0.77218 -0.32450 -0.28971
C 0.06886 0.96740 -0.79624
N 0.03742 -1.43137 1.82184
H -0.41111 -2.52599 3.55660
H 1.44792 -0.61804 -1.02453
H 0.25896 1.08326 -1.83134
H 0.74169 1.72439 -0.27570
H -1.04065 1.02766 -0.55078
```


The following is a DFT calculation (ωB97M-V/def2-TZVPD) of a single C4H5N molecule.

The calculation puts the energy above the lowest of the compared OMol25 structures with the same formula, charge and spin at 3.721 eV. For the total energy, the calculation gives -5715.126 eV. As for the total charge: 0. The calculation puts the max |F| at 1.1 eV/Å. The multiplicity is 1. The HOMO energy comes out at -0.3424 Eh.

Geometry as XYZ:
```
10
C4H5N, DFT ωB97M-V/def2-TZVPD
N 2.88724 -0.23175 -0.41326
C 1.87786 0.09415 0.07365
C 0.73162 0.48788 0.80943
C -0.84067 -0.68005 -0.00099
C -0.42778 0.83984 -0.00011
H -0.11361 -1.31971 0.52532
H -1.77985 -0.80684 0.53401
H -0.89670 -1.03243 -1.03030
H -1.17126 1.44362 0.52066
H -0.26685 1.20530 -1.01841
```


The following is a DFT calculation (ωB97M-V/def2-TZVPD) of a single C4H5N molecule.

As for the SMILES: C#C[C@@H]1CN1. The calculation puts the energy above the lowest of the compared OMol25 structures with the same formula, charge and spin at 3.222 eV. For the total energy, the calculation gives -5715.624 eV. As for the total charge: 0. The calculation puts the max |F| at 1.5 eV/Å. The multiplicity is 1. The HOMO energy comes out at -0.3539 Eh.

Geometry as XYZ:
```
10
C4H5N, DFT ωB97M-V/def2-TZVPD
C -2.41381 -0.06974 -0.26538
C -1.24397 -0.04501 -0.02334
C 0.11387 -0.24257 0.40225
C 1.18057 0.64528 -0.12960
H -3.46036 0.16860 -0.37079
H 0.19125 -0.71219 1.42710
H 1.88229 0.97901 0.60399
H 0.94105 1.25494 -1.02059
H 1.72382 -1.25954 -0.02873
N 1.08529 -0.71878 -0.59492
```


The following is a DFT calculation (ωB97M-V/def2-TZVPD) of a single C4H5N molecule.

As for the SMILES: C#C[C@H]1CN1. The calculation puts the energy above the lowest of the compared OMol25 structures with the same formula, charge and spin at 5.567 eV. For the total energy, the calculation gives -5713.280 eV. As for the total charge: 0. The calculation puts the max |F| at 3.3 eV/Å. The multiplicity is 1. The HOMO energy comes out at -0.3136 Eh.

Geometry as XYZ:
```
10
C4H5N, DFT ωB97M-V/def2-TZVPD
C 0.03162 2.00536 1.45235
C 0.08114 0.95242 0.81937
C 0.11467 -0.16051 0.00342
C -0.60488 -1.13471 -0.82818
N 0.74020 -0.62307 -1.18530
H 0.36522 2.30190 2.42005
H 0.57756 -0.36047 1.21073
H -1.47840 -0.83481 -1.40523
H -0.60878 -2.17788 -0.51882
H 0.78165 0.03178 -1.96840
```


The following is a DFT calculation (ωB97M-V/def2-TZVPD) of a single C4H5N molecule.

As for the SMILES: C#C[C@@H]1CN1. The calculation puts the energy above the lowest of the compared OMol25 structures with the same formula, charge and spin at 2.907 eV. For the total energy, the calculation gives -5715.940 eV. As for the total charge: 0. The calculation puts the max |F| at 0.8 eV/Å. The multiplicity is 1. The HOMO energy comes out at -0.3538 Eh.

Geometry as XYZ:
```
10
C4H5N, DFT ωB97M-V/def2-TZVPD
C 2.21589 -1.05212 -0.31660
C 1.22137 -0.37015 -0.25186
C 0.05158 0.48147 -0.12538
C -1.12895 0.11937 0.71853
H 3.07848 -1.66278 -0.47614
H 0.26744 1.55809 -0.17091
H -1.66316 0.90217 1.25951
H -1.11341 -0.83596 1.20858
H -1.73442 0.82341 -1.11143
N -1.19482 0.03651 -0.73430
```


The following is a DFT calculation (ωB97M-V/def2-TZVPD) of 2 unconnected molecules or ions with the total composition C4H5N.

As for the SMILES: CC#N.C#C. The calculation puts the energy above the lowest of the compared OMol25 structures with the same formula, charge and spin at 2.420 eV. For the total energy, the calculation gives -5716.426 eV. As for the total charge: 0. The calculation puts the max |F| at 2.0 eV/Å. The multiplicity is 1. The HOMO energy comes out at -0.4057 Eh.

Geometry as XYZ:
```
10
C4H5N, DFT ωB97M-V/def2-TZVPD
C -1.59651 0.60328 0.11082
C -2.61089 -0.41377 -0.03471
C 3.36825 -0.76377 0.11348
C 2.48157 -0.07536 -0.31827
H -1.60667 0.98758 1.13242
H -0.60605 0.21086 -0.11763
H -1.80680 1.41394 -0.57865
H 4.15742 -1.37238 0.49540
H 1.70716 0.57561 -0.66937
N -3.48746 -1.16598 -0.13350
```


The following is a DFT calculation (ωB97M-V/def2-TZVPD) of a molecular structure, C4H5N.

The calculation puts the energy above the lowest of the compared OMol25 structures with the same formula, charge and spin at 4.868 eV. For the total energy, the calculation gives -5713.978 eV. As for the total charge: 0. The calculation puts the max |F| at 0.6 eV/Å. The multiplicity is 1. The HOMO energy comes out at -0.2993 Eh.

Geometry as XYZ:
```
10
C4H5N, DFT ωB97M-V/def2-TZVPD
N -0.89650 -0.94572 -0.81409
C -0.41326 0.18346 -1.18040
C 0.46215 0.94955 -0.29134
C 0.57801 0.28196 0.86796
C 0.09475 -0.64234 1.66565
H -1.51612 -1.33877 -1.51687
H -0.62240 0.63493 -2.15684
H 0.93382 1.88105 -0.57404
H 0.71419 0.53231 2.07894
H 0.66535 -1.53643 1.92103
```


The following is a DFT calculation (ωB97M-V/def2-TZVPD) of 2 unconnected molecules or ions with the total composition C4H5N.

The calculation puts the energy above the lowest of the compared OMol25 structures with the same formula, charge and spin at 4.096 eV. For the total energy, the calculation gives -5714.750 eV. As for the total charge: 0. The calculation puts the max |F| at 7.5 eV/Å. The multiplicity is 1. The HOMO energy comes out at -0.4176 Eh.

Geometry as XYZ:
```
10
C4H5N, DFT ωB97M-V/def2-TZVPD
C -2.79544 0.01750 0.20895
C 0.14771 0.81132 -0.23851
C 0.17241 -0.77909 -0.26297
C -0.76358 -0.04197 0.68947
N -3.86154 0.04803 -0.16223
H 0.94001 1.43179 0.09699
H -0.35634 1.15317 -1.03087
H -0.20755 -1.16958 -1.16499
H 1.02646 -1.36904 0.31046
H -0.64848 -0.07994 1.69712
```


Question: What is the max |F| in the ninth record?
Answer: 0.8 eV/Å